Formula: C7H12IN2O3
Source: OMol25
Level of theory: ωB97M-V/def2-TZVPD

The geometry in ORCA input format:
```
! RIJCOSX wB97M-V def2-TZVPD def2/J DEFGRID3
* xyz 1 3
C 1.082 -1.428 0.269
C 0.521 1.271 0.542
C 0.152 -1.455 -1.016
C -0.595 -2.143 1.928
C 1.295 0.187 -0.215
C -0.343 0.761 -2.165
C -1.569 2.294 0.855
N 0.431 -1.500 1.529
N 0.683 -0.164 -1.530
O 2.105 -2.102 0.391
O 0.968 2.174 1.160
O -0.910 1.116 0.596
I 3.352 0.430 -0.262
H 0.363 -2.305 -1.649
H -1.038 -1.344 -0.782
H -0.729 -2.440 2.940
H -1.332 -2.515 1.228
H -1.231 0.134 -2.319
H -0.523 1.471 -1.369
H -0.038 1.223 -3.040
H -0.930 2.804 1.644
H -2.601 2.121 1.219
H -1.560 2.911 -0.031
H 1.015 -1.140 2.292
H 1.431 -0.361 -2.215
*
```

Values from the calculation:
**Frontier orbital gap (spin up / spin down)**: 0.226 / 0.243 hartree
**HOMO (spin up / spin down)**: -9.811 / -13.745 eV
**⟨S²⟩**: 2.009
**F_max**: 0.1556 Eh/bohr
**Energy**: -906.343494 Eh